Density functional theory data (the ωB97M-V functional and the def2-TZVPD basis) for a molecular structure, C6H16F2FeN3O7P2Se.

Highest occupied orbital energy (spin up / spin down) (eV): -7.96 / -7.94
LUMO energy (spin up / spin down) (hartree): -0.013 / -0.005
Total energy (eV): -149036.7792
Relative energy (zero: lowest compared OMol25 entry of this formula, charge and spin) (eV): 0.051
Spin multiplicity: 2

Structure (XYZ):
```
38
Properties=species:S:1:pos:R:3:forces:R:3
Fe 0.586 -0.400 -1.132 0.128 0.288 0.267
N 2.301 -0.986 -0.190 -0.049 0.023 -0.026
C 2.294 -1.966 0.926 -0.015 0.019 -0.023
C 1.654 -1.403 2.185 0.028 0.049 0.049
N 0.189 -1.419 2.231 -0.166 0.145 -0.033
H 2.929 -1.343 -0.902 -0.031 -0.019 -0.028
H 2.695 -0.107 0.142 0.031 -0.008 -0.010
H 3.327 -2.237 1.153 -0.007 -0.025 0.001
H 1.775 -2.863 0.584 -0.007 0.005 -0.009
H 2.008 -0.375 2.317 -0.028 -0.003 0.011
H 2.028 -1.963 3.042 0.012 -0.011 -0.012
H -0.244 -1.490 1.311 -0.017 0.020 -0.005
H -0.149 -2.211 2.762 -0.004 0.023 0.026
C -3.152 2.270 0.842 -0.001 0.000 0.010
C -1.922 1.922 0.027 0.030 0.008 -0.013
O -1.616 2.998 -0.873 0.006 0.000 0.011
P -0.414 1.756 1.054 -0.055 0.011 0.032
O -0.687 1.125 2.444 0.017 0.030 -0.013
O -0.033 3.245 1.412 -0.014 0.004 -0.024
O 0.663 1.057 0.265 0.152 -0.070 -0.168
P -2.009 0.328 -0.865 -0.027 -0.080 -0.046
O -3.474 0.269 -1.477 0.001 0.014 0.069
O -0.965 0.486 -1.967 -0.019 -0.233 -0.014
O -1.704 -0.776 0.093 0.048 -0.044 0.049
H -2.981 3.170 1.433 0.001 0.002 -0.006
H -3.402 1.453 1.518 0.002 0.004 0.003
H -3.987 2.444 0.165 -0.002 -0.005 0.000
H -1.165 2.610 -1.641 -0.007 -0.004 -0.005
H -0.449 0.135 2.500 0.114 -0.184 -0.069
H -0.208 3.821 0.649 0.006 0.007 0.005
H -3.857 -0.616 -1.421 -0.007 -0.004 -0.028
Se 1.100 -4.659 -3.130 0.012 0.002 -0.003
C 0.707 -3.152 -2.314 -0.032 -0.053 0.103
N 0.453 -2.166 -1.732 -0.075 0.037 -0.340
F 1.068 0.255 -3.744 0.002 0.024 -0.029
C 1.759 0.095 -2.603 -0.051 0.028 0.301
F 2.309 1.307 -2.270 0.031 0.011 -0.014
H 2.572 -0.612 -2.795 -0.008 -0.009 -0.017
```
Positions in Å, forces in eV/Å.


Density functional theory data (the ωB97M-V functional and the def2-TZVPD basis) for a molecular structure, C6H16F2FeN3O7P2Se.

Highest occupied orbital energy (spin up / spin down) (eV): -8.00 / -7.98
LUMO energy (spin up / spin down) (hartree): 0.008 / -0.039
Total energy (eV): -149037.0905
Relative energy (zero: lowest compared OMol25 entry of this formula, charge and spin) (eV): 0.000
Spin multiplicity: 6

Structure (XYZ):
```
38
Properties=species:S:1:pos:R:3:forces:R:3
Fe -0.180 -0.895 0.489 0.492 -0.140 0.138
N 0.102 -0.743 2.696 -0.062 -0.070 -0.012
C 1.463 -0.294 3.028 -0.016 0.022 0.027
C 2.440 -1.047 2.147 -0.015 -0.033 0.010
N 2.072 -0.793 0.751 -0.012 0.093 -0.048
H -0.603 -0.106 3.053 0.000 0.010 -0.015
H -0.083 -1.665 3.079 0.000 0.007 0.025
H 1.705 -0.442 4.082 -0.010 0.003 0.009
H 1.514 0.774 2.811 0.000 -0.003 0.007
H 2.345 -2.121 2.322 0.016 0.003 -0.006
H 3.467 -0.757 2.379 0.002 0.014 -0.002
H 2.531 -1.432 0.113 -0.030 0.001 -0.012
H 2.286 0.161 0.479 0.077 -0.006 -0.002
C 1.137 2.422 -2.166 0.006 0.016 -0.008
C -0.319 2.001 -1.996 -0.013 -0.046 -0.017
O -1.108 2.806 -2.856 -0.026 0.014 0.025
P -0.531 0.259 -2.491 -0.124 0.029 -0.148
O -2.058 -0.037 -2.734 0.057 0.086 0.019
O 0.098 0.193 -3.935 0.063 -0.013 0.026
O 0.094 -0.718 -1.540 -0.076 -0.118 0.125
P -0.801 2.206 -0.221 -0.157 0.034 0.065
O -2.343 1.724 -0.395 0.111 0.086 -0.087
O -0.687 3.585 0.264 0.075 0.019 -0.028
O -0.053 1.104 0.536 -0.151 -0.087 0.067
H 1.400 2.409 -3.222 0.001 -0.006 0.002
H 1.805 1.753 -1.623 0.004 0.000 0.002
H 1.252 3.433 -1.779 -0.007 -0.005 0.010
H -2.027 2.772 -2.560 0.008 -0.010 0.000
H -2.527 -0.260 -1.908 -0.022 -0.042 0.006
H 0.120 -0.692 -4.320 -0.031 0.012 -0.008
H -2.915 2.026 0.322 0.023 -0.037 0.003
Se 0.473 -5.799 0.530 -0.002 -0.012 0.005
C 0.253 -4.053 0.509 0.043 0.028 0.033
N 0.126 -2.887 0.510 -0.034 0.006 -0.043
F -2.856 -0.250 1.670 -0.100 0.116 0.020
C -2.235 -1.234 0.935 0.196 0.088 -0.146
F -2.822 -1.220 -0.342 -0.369 0.006 -0.015
H -2.535 -2.185 1.380 0.085 -0.065 -0.023
```
Positions in Å, forces in eV/Å.


Density functional theory data (the ωB97M-V functional and the def2-TZVPD basis) for a molecular structure, C6H16F9FeN6O14S3 in a non-equilibrium geometry.

Highest occupied orbital energy (spin up / spin down) (eV): -9.84 / -9.79
LUMO energy (spin up / spin down) (hartree): -0.014 / -0.078
Total energy (eV): -135441.7344
Relative energy (zero: lowest compared OMol25 entry of this formula, charge and spin) (eV): 0.723
Spin multiplicity: 6

Structure (XYZ):
```
55
Properties=species:S:1:pos:R:3:forces:R:3
Fe -0.183 0.631 0.837 0.234 0.373 -1.497
C 1.056 -1.593 -2.963 1.054 1.902 0.928
F 1.974 -2.216 -2.224 -0.039 -0.403 0.061
F 1.523 -1.476 -4.195 -0.084 -0.215 -0.430
F -0.067 -2.257 -2.950 -0.516 -0.327 -0.047
S 0.855 0.182 -2.296 -0.286 1.368 -0.848
O 0.285 -0.028 -0.941 0.436 -0.556 -0.691
O 2.147 0.864 -2.322 -0.740 -1.489 0.349
O -0.110 0.756 -3.208 0.059 -0.569 0.250
C -2.274 4.296 -0.457 1.146 -0.779 -0.450
F -2.332 5.560 -0.862 -0.261 -0.102 0.180
F -2.828 4.162 0.746 -0.227 0.207 0.136
F -2.960 3.526 -1.322 0.228 0.362 0.331
S -0.450 3.781 -0.389 0.335 0.547 -0.732
O -0.019 3.706 -1.750 -0.345 -0.083 -0.060
O 0.208 4.754 0.437 -0.403 -0.092 0.367
O -0.521 2.450 0.255 -0.544 0.006 0.337
C -1.740 -3.434 0.059 0.265 0.082 0.447
F -1.988 -2.694 -1.002 -0.198 -0.002 -0.627
F -2.690 -4.340 0.233 -0.521 0.006 -0.028
F -0.608 -4.117 -0.107 0.319 0.360 -0.170
S -1.665 -2.329 1.537 0.225 -0.044 1.313
O -0.801 -3.048 2.442 0.348 0.050 -0.005
O -1.076 -1.060 1.068 -0.126 -1.059 -0.044
O -3.010 -2.157 1.996 -0.320 0.125 -0.384
O 0.645 0.054 2.757 0.105 0.550 0.851
H 1.584 -0.041 2.951 0.039 -0.020 -0.460
H 0.185 -0.321 3.518 -0.129 -0.243 -0.289
O -1.657 1.341 2.214 -0.328 0.090 0.926
H -1.684 1.037 3.129 0.014 -0.006 -0.087
H -2.580 1.345 1.918 0.238 -0.076 -0.500
C 2.382 -2.535 0.917 1.439 1.084 -1.662
O 1.712 -1.498 0.845 0.575 -1.149 0.886
N 2.138 -3.631 1.650 -1.558 0.128 1.288
N 3.571 -2.607 0.202 -1.327 0.164 0.510
H 2.453 -4.555 1.430 0.266 0.030 -0.191
H 1.285 -3.557 2.193 -0.187 -0.330 -0.255
H 4.084 -3.464 0.221 0.641 0.287 -0.074
H 3.912 -1.693 -0.034 0.452 -0.338 -0.402
C -3.190 0.356 -1.205 0.975 0.968 -0.118
O -2.304 0.622 -0.374 -1.215 -0.019 -0.144
N -2.943 0.299 -2.531 0.573 -0.325 0.536
N -4.494 0.219 -0.873 0.206 -0.015 0.194
H -3.700 0.221 -3.178 0.107 0.072 -0.275
H -1.979 0.461 -2.818 -0.160 -0.018 -0.268
H -5.093 -0.208 -1.550 -0.529 0.037 0.328
H -4.755 0.441 0.070 -0.285 -0.390 -0.069
C 2.949 1.660 0.708 1.449 -0.312 1.420
O 1.727 1.489 0.718 0.172 0.103 0.208
N 3.551 2.463 1.634 -1.017 0.180 0.247
N 3.812 0.962 -0.042 -0.768 -1.119 -1.386
H 4.525 2.686 1.620 0.090 0.082 -0.196
H 2.932 3.028 2.194 0.136 0.088 -0.080
H 4.811 1.004 -0.054 0.104 0.638 0.377
H 3.395 0.504 -0.850 -0.119 0.195 0.002
```
Positions in Å, forces in eV/Å.


Density functional theory data (the ωB97M-V functional and the def2-TZVPD basis) for 2 unconnected molecules or ions with the total composition C6H16N in a non-equilibrium geometry.

Highest occupied orbital energy (eV): -14.76
LUMO energy (hartree): -0.118
Charge: +1
Total energy (eV): -7963.8947
Relative energy (zero: lowest compared OMol25 entry of this formula, charge and spin) (eV): 1.537
Spin multiplicity: 1

Structure (XYZ):
```
23
Properties=species:S:1:pos:R:3:forces:R:3
C 2.069 -1.593 0.700 0.781 2.787 0.420
C 1.766 -0.692 -0.480 -0.191 -0.402 -0.191
C 1.850 -1.006 -1.769 0.237 -0.949 0.673
N 1.057 0.564 -0.070 -0.374 -0.966 -0.835
H 2.595 -2.421 0.281 0.557 -0.636 0.319
H 2.675 -0.966 1.487 -0.952 -1.618 -1.284
H 1.121 -1.911 1.123 -0.023 -0.160 0.288
H 1.354 -0.444 -2.541 0.273 0.347 -0.262
H 2.341 -1.971 -2.054 -0.577 1.074 0.263
H 1.554 1.110 0.611 0.600 0.296 0.492
H 0.170 0.263 0.362 0.073 0.311 0.005
H 0.813 1.179 -0.854 0.130 -0.223 0.124
C -1.492 1.940 -0.226 0.178 -0.438 1.589
C -1.920 0.437 -0.172 0.181 -0.477 -0.688
C -1.935 -0.296 1.184 0.869 0.364 0.517
H -2.338 2.637 -0.187 0.150 -0.320 0.122
H -0.994 2.115 -1.157 0.280 0.349 -0.658
H -0.794 2.232 0.619 -0.778 -0.243 -0.811
H -1.308 -0.185 -0.886 -0.410 0.629 0.432
H -2.914 0.396 -0.601 -0.205 -0.175 -0.078
H -2.056 -1.414 1.084 -0.298 1.329 0.080
H -0.925 -0.166 1.697 -1.088 -0.100 -0.182
H -2.689 0.193 1.848 0.586 -0.778 -0.333
```
Positions in Å, forces in eV/Å.